Below is a single C5H6O2 molecule, with properties calculated with wB97M-V/def2-TZVPD.

```
13
Properties=species:S:1:pos:R:3:forces:R:3:mulliken_charge:R:1
O 0.4322 -1.3567 -1.5085 0.1 0.2 0.5 -0.555
O -1.6458 -1.4143 0.1107 0.0 -0.1 -0.1 -0.553
C 1.7673 -0.0364 -0.1228 0.7 0.4 0.2 -0.495
C 2.8181 0.4081 0.2657 -0.6 -0.2 -0.2 0.303
C -1.2583 0.9762 0.1402 0.0 0.1 0.0 -1.194
C -0.6929 -0.4265 0.3808 0.2 0.2 0.1 0.257
C 0.5148 -0.6519 -0.5218 -0.1 -0.3 -0.2 0.226
H -1.2367 -2.0039 -0.5445 -0.3 0.1 0.0 0.370
H -1.5709 1.0794 -0.9035 0.1 0.0 0.1 0.302
H 3.7596 0.7970 0.5843 -0.1 0.0 0.0 0.414
H -0.3510 -0.4944 1.4257 0.0 -0.1 -0.1 0.241
H -2.1313 1.1445 0.7777 0.2 -0.1 -0.1 0.319
H -0.5083 1.7400 0.3722 -0.1 -0.1 0.0 0.364
```
Forces are in eV/Å.

Summary:
structure (SMILES): C#CC(=O)[C@@H](C)O
Kohn-Sham gap: 10.55 eV
energy relative to the best compared isomer or geometry (same formula, charge and spin): 50.36 kcal/mol
E: -9374.9120 eV
total charge: 0

Below is a gas-phase ion, C5H6N (charge +1) at a distorted geometry, with properties calculated with wB97M-V/def2-TZVPD.

```
12
Properties=species:S:1:pos:R:3:forces:R:3:mulliken_charge:R:1
N 0.3637 1.3262 -0.6304 2.1 -3.4 -1.5 0.243
C 0.0217 -2.4974 0.5443 1.8 -1.4 0.1 -1.223
C 0.2603 -1.2445 -0.0496 0.8 1.4 -0.6 0.585
C 1.2589 0.8705 -1.4450 -0.9 1.5 0.8 -0.215
C -0.4615 2.3747 -0.1569 -2.1 0.2 1.1 -0.607
C 0.5521 -0.1139 -0.4995 -1.2 -0.7 1.0 0.258
H 0.9021 -3.0163 1.0180 0.3 0.7 -1.1 0.351
H -0.4614 -3.2599 -0.0436 -0.8 0.2 -0.1 0.319
H -0.0889 3.1721 -0.7598 0.3 1.3 0.4 0.351
H -1.5241 2.2566 -0.4728 0.8 -0.4 0.1 0.325
H -0.4898 2.4414 0.9741 0.6 0.2 -1.5 0.279
H -0.3331 -2.3095 1.5214 -1.7 0.4 1.2 0.334
```
Forces are in eV/Å.

Summary:
Kohn-Sham gap: 8.96 eV
energy relative to the best compared isomer or geometry (same formula, charge and spin): 148.05 kcal/mol
E: -6758.7577 eV
total charge: +1

Below is a molecular structure, C29H40N5O3ReS, with properties calculated with wB97M-V/def2-TZVPD.

```
79
Properties=species:S:1:pos:R:3:forces:R:3:mulliken_charge:R:1
Re -0.2859 -0.4181 -0.1386 0.2 -0.2 -0.1 1.426
S 1.2258 3.6647 2.3985 -0.2 -0.1 0.0 0.224
O 1.2242 -0.0213 1.1733 -0.1 0.1 0.0 -0.583
O 0.2830 2.4877 2.3207 0.1 0.1 0.1 -0.716
O 2.4730 -0.1776 2.9930 0.0 -0.1 0.0 -0.699
N -1.8901 -1.1979 -1.1853 0.0 -0.1 -0.1 -0.068
N 0.5677 -2.2842 -0.4628 0.0 0.0 0.1 -0.312
N -1.3418 1.2526 -0.8983 0.1 0.0 0.1 -0.423
N -1.6226 -0.6029 1.6344 0.0 0.1 -0.1 -0.667
N 1.2800 -0.0434 -1.3964 0.0 0.0 -0.1 0.273
C -0.9739 -0.3879 2.9614 0.0 0.0 0.0 -0.671
C -2.3797 -2.5586 -0.9803 0.0 0.0 -0.1 -1.324
C -1.3414 -3.6612 -1.1477 0.0 0.0 0.0 -0.446
C 1.9706 -3.5704 -1.9448 0.0 0.1 0.0 -0.781
C 1.4475 -0.4298 2.3999 0.0 0.1 0.0 0.583
C -3.6473 -0.3290 -4.3683 0.0 0.0 0.0 -0.733
C -4.0075 0.9916 -4.5232 0.0 0.0 0.0 -0.648
C 1.7118 2.1335 -2.6062 0.0 0.0 0.0 -1.046
C 1.8171 1.3218 -1.3229 0.0 0.0 0.0 -0.554
C -0.3634 3.4355 -1.7864 0.0 0.0 0.0 -0.638
C 2.9087 2.9928 2.5592 0.1 0.0 -0.1 0.019
C -3.7677 2.0118 -3.6079 0.0 0.0 -0.1 -0.453
C 4.2044 -3.0969 -2.9828 0.0 0.0 0.0 -0.645
C -2.2173 0.9967 -1.8732 -0.1 0.0 0.0 0.797
C 0.3125 -1.1951 3.0580 0.0 0.0 0.0 -0.558
C 4.2988 -1.7304 -2.7859 0.0 0.0 0.0 -0.839
C 1.1962 4.2286 4.1230 0.0 0.0 0.0 -0.760
C -1.0146 2.6541 -0.6109 0.1 0.0 0.0 -0.656
C -3.0067 -0.9517 -3.3027 0.0 0.0 -0.1 -0.633
C -0.2021 -3.4788 -0.1476 0.0 0.0 0.0 -1.268
C 2.2393 3.4040 4.8657 0.0 0.0 0.0 -0.460
C 2.0989 -1.0493 -1.7262 -0.1 0.0 0.0 1.226
C 3.3631 -0.8354 -2.2967 0.0 0.0 0.0 -0.644
C -3.0022 2.0123 -2.4630 0.1 0.0 0.0 -0.759
C 1.5677 -2.3586 -1.3523 0.0 0.0 -0.1 1.538
C 3.1153 -3.8862 -2.6551 0.1 0.0 0.0 -0.792
C 0.2999 2.6276 -2.9114 0.0 0.0 0.1 -0.592
C -2.4128 -0.4242 -2.1549 0.0 0.0 0.1 1.348
C 3.4494 3.3739 3.9356 0.0 0.0 0.0 -0.816
H -0.6222 -3.3620 0.8561 0.0 0.0 0.0 0.294
H 0.1686 4.0980 4.4584 0.0 0.0 0.0 0.389
H -3.9290 -0.9946 -5.1763 0.0 0.0 0.0 0.356
H -0.3716 2.6433 0.2642 0.0 0.0 0.0 -0.435
H 3.5072 3.3658 1.7290 0.0 0.0 0.0 0.534
H -1.6742 -0.6538 3.7541 0.0 0.0 0.0 0.499
H 0.3784 4.1085 -1.3473 0.0 0.0 0.0 0.469
H -2.3542 0.0949 1.5131 0.0 -0.1 -0.1 0.280
H -1.8298 -4.6234 -0.9777 0.0 0.0 0.0 0.534
H 0.5779 -1.3875 4.0947 0.0 0.0 0.0 0.432
H -0.9448 -3.6625 -2.1665 0.0 0.0 0.0 0.288
H 2.0747 1.5417 -3.4504 0.0 0.0 0.0 0.445
H -2.0929 -1.5047 1.6390 0.0 0.0 0.0 0.263
H 1.2839 1.8328 -0.5223 0.1 0.0 0.0 -0.773
H 1.8664 2.3903 5.0263 0.0 0.0 0.0 0.218
H -2.9765 2.9574 -1.9412 0.0 0.0 0.0 0.431
H 3.9175 4.3605 3.9067 0.0 0.0 0.0 0.315
H -0.3222 1.7763 -3.1942 0.0 0.0 0.0 0.264
H 0.4416 -4.3568 -0.0984 0.0 0.0 0.0 0.695
H -2.7573 -2.6249 0.0493 0.0 0.0 0.0 0.135
H 2.4747 3.8374 5.8374 0.0 0.0 0.0 0.369
H -4.2266 2.9661 -3.8416 0.0 0.0 0.0 0.391
H 5.0429 -3.5868 -3.4590 0.0 0.0 0.0 0.353
H 2.8482 1.2745 -0.9666 0.0 0.0 0.0 1.195
H 2.3824 2.9924 -2.5074 0.0 0.0 0.0 0.416
H -0.7488 0.6766 3.0323 0.0 0.0 0.0 0.327
H 3.1795 -4.9239 -2.9630 0.0 0.0 0.0 0.369
H 5.2240 -1.2725 -3.1175 0.0 0.0 0.0 0.376
H 1.3082 -4.4082 -1.7880 0.0 0.0 0.0 0.275
H -3.2458 -2.7384 -1.6156 0.0 0.0 0.0 0.801
H -1.9198 3.1783 -0.2884 0.0 0.0 0.0 0.734
H -1.1158 4.0794 -2.2432 0.0 0.0 0.0 0.408
H 0.1934 -2.1616 2.5583 0.0 0.0 0.1 0.133
H 2.7815 1.9132 2.4577 0.0 0.0 0.0 -0.271
H 0.3460 3.2650 -3.7964 0.0 0.0 0.0 0.414
H -4.5546 1.2536 -5.4191 0.0 0.0 0.0 0.361
H 4.2019 2.6562 4.2604 0.0 0.0 0.0 0.352
H 1.4432 5.2918 4.1226 0.0 0.0 0.0 0.394
H -2.8956 -2.0227 -3.4124 0.0 0.0 0.0 0.323
H 3.6619 0.1995 -2.3746 0.0 0.0 0.0 0.395
```
Forces are in eV/Å.

Summary:
multiplicity: 4
Kohn-Sham gap (alpha / beta): 6.86 / 6.62 eV
energy relative to the best compared isomer or geometry (same formula, charge and spin): 0.00 kcal/mol
E: -57275.1667 eV
total charge: +1

Below is a molecular structure, C19H16FeNaO3 at a distorted geometry, with properties calculated with wB97M-V/def2-TZVPD.

```
40
Properties=species:S:1:pos:R:3:forces:R:3:mulliken_charge:R:1
Fe 1.6215 -1.6485 -2.0552 -1.2 1.0 0.4 0.436
Na 2.3348 -0.2724 2.2072 0.1 -1.0 -0.8 0.825
O 3.3382 -0.2435 0.0043 1.7 2.3 2.0 -0.783
O 1.4754 -2.3504 0.9818 -0.2 0.2 0.2 -0.838
O 3.5417 -3.6323 -2.6984 0.8 -1.5 -1.0 -0.437
C 2.6580 -1.0011 -0.6495 -1.1 -1.7 -1.5 0.222
C -1.3708 -1.8838 -1.5655 -0.3 -0.7 0.2 -0.878
C 0.3416 0.5372 -1.8077 1.7 -1.1 1.3 -0.868
C -0.9014 0.3276 0.6936 0.9 -1.4 2.2 1.062
C 2.6603 -2.9035 -2.7731 0.0 2.1 1.8 -0.287
C -0.9196 0.5548 -0.9142 -1.0 0.6 -0.4 0.162
C 0.3733 3.1162 3.8280 0.0 -0.1 0.2 -0.475
C 0.2339 -1.3919 -3.4905 -0.2 -0.2 0.3 -0.850
C -0.1850 -2.2817 -2.4438 -1.2 0.1 0.0 0.112
C -1.9380 -0.4334 -1.5958 0.6 -0.3 0.4 -1.346
C 0.6313 -0.0733 -3.0683 -0.2 0.1 -0.7 -0.306
C -0.3145 1.3229 1.7720 0.9 -0.1 -1.4 -0.411
C -0.9395 2.6523 3.7580 -0.1 -0.9 -1.1 -0.673
C -2.2441 0.1327 1.4396 -1.3 -0.7 -1.3 -0.354
C -2.5038 0.9979 2.4551 0.3 -0.4 -0.2 -1.385
C -1.2531 1.6807 2.7660 0.3 1.4 -0.3 0.316
C 1.6659 -1.9804 -0.2116 0.3 0.0 0.2 0.381
C 1.3385 2.6614 2.9261 0.1 0.1 -0.5 -0.679
C 0.9854 1.8231 1.8393 0.0 0.3 0.5 -0.660
H 1.7322 1.5556 1.0744 -0.4 0.3 0.2 1.147
H -2.1650 -2.5812 -1.9013 -0.2 0.4 0.4 0.457
H -3.4292 1.2109 3.0248 0.6 -0.7 -0.5 0.359
H -2.8998 -0.4187 -1.0742 0.1 0.0 0.1 0.585
H 1.1283 1.2650 -1.5686 -0.6 0.1 0.1 0.378
H -2.1874 -0.1781 -2.6444 0.6 0.3 0.5 0.436
H -2.9458 -0.6743 1.1113 0.5 1.0 0.2 0.415
H -0.2875 -0.6139 0.7151 -0.5 0.4 0.6 -0.296
H 0.6467 3.8405 4.6051 -0.1 -0.3 -0.4 0.348
H 2.3677 3.0303 3.0143 -0.4 -0.1 -0.1 0.406
H -1.7239 3.0595 4.3940 0.2 -0.2 0.0 0.383
H -0.1013 -3.3800 -2.5846 -0.6 0.8 -0.3 0.540
H 1.2997 0.5026 -3.7237 -0.5 -0.2 0.1 0.369
H -1.2902 1.5953 -0.8049 -0.2 -0.1 -1.3 0.509
H 0.3435 -1.7645 -4.5031 0.5 0.4 0.0 0.405
H -1.1180 -2.1595 -0.5317 -0.3 0.0 0.0 0.276
```
Forces are in eV/Å.

Summary:
Kohn-Sham gap: 3.52 eV
energy relative to the best compared isomer or geometry (same formula, charge and spin): 25.03 kcal/mol
E: -64903.9077 eV
total charge: -1

Below is 2 unconnected molecules or ions with the total composition C3H6NO2 at a distorted geometry, with properties calculated with wB97M-V/def2-TZVPD.

```
12
Properties=species:S:1:pos:R:3:forces:R:3:mulliken_charge:R:1
O 1.7707 -0.6381 -0.4782 -0.2 -0.6 -1.5 -0.548
O 3.5981 -1.6442 0.4076 0.1 0.4 0.3 -0.654
N -1.3359 -0.2985 0.8345 0.8 1.5 -0.1 -0.496
C -1.2286 1.3841 -0.8770 -0.1 0.0 -0.4 -0.737
C -0.9706 0.1196 -0.4515 -1.6 1.0 -0.5 0.064
C 2.6665 -0.8260 0.3721 -1.2 0.1 0.0 -0.063
H -1.2198 2.1699 -0.1348 -0.6 0.0 0.4 0.225
H -2.2084 0.0376 1.1947 0.0 0.4 -0.1 0.224
H -1.3036 -1.2653 0.8863 0.3 -1.9 0.5 0.233
H 2.3651 -0.1131 1.1781 1.3 -0.1 1.2 0.274
H -0.6239 -0.7115 -1.0457 0.0 0.2 -0.5 0.256
H -1.5096 1.7855 -1.8861 1.2 -1.0 0.7 0.222
```
Forces are in eV/Å.

Summary:
Kohn-Sham gap: 7.52 eV
energy relative to the best compared isomer or geometry (same formula, charge and spin): 50.55 kcal/mol
E: -8793.0247 eV
total charge: -1

Below is a single C21H22F3N3O3 molecule at a distorted geometry, with properties calculated with wB97M-V/def2-TZVPD.

```
52
Properties=species:S:1:pos:R:3:forces:R:3:mulliken_charge:R:1
F -6.8229 2.3832 -0.6668 0.2 -0.2 -0.2 -0.266
F -8.9682 2.3005 -0.7674 -0.3 -0.2 -0.3 -0.265
F -7.9438 1.7469 1.0365 0.0 -0.3 0.1 -0.273
O -7.8903 0.4259 -0.7651 0.4 -1.2 -0.2 -0.394
O -1.3791 -3.0871 -1.1846 0.1 -0.2 -0.2 -0.653
O 3.8488 2.3468 -0.4640 0.1 -0.7 -0.1 -0.468
N 4.1093 0.0993 -0.9525 -0.7 0.7 0.2 0.869
N 3.4772 -1.0675 -1.0627 0.0 -0.9 -0.2 -1.385
N -2.1689 -1.9539 0.5966 -0.1 0.1 0.3 -0.161
C 5.5305 0.1717 -1.1665 0.7 -0.2 0.0 -0.875
C -7.9014 1.6569 -0.3090 0.1 1.8 0.7 0.894
C -4.6158 -1.2461 -0.8928 -0.1 0.0 0.1 -0.328
C 6.2944 -0.5101 -0.0277 -0.3 0.1 0.1 -0.722
C -3.3855 -2.7251 0.7077 0.0 -0.2 -0.1 -1.091
C -0.1189 -1.2192 -0.4082 0.7 -0.2 -0.3 0.892
C 3.2998 1.1148 -0.5965 0.2 0.1 -0.1 0.240
C 6.6301 1.5618 1.4201 -0.1 -0.2 0.1 -1.132
C -5.6965 -0.4640 -1.2535 -0.2 0.0 0.0 -0.579
C 2.0130 0.5802 -0.4618 0.3 -0.3 -0.1 1.552
C -5.6749 -1.7761 1.1918 0.1 0.0 -0.2 -0.728
C 0.7254 1.0460 -0.1366 -0.3 0.1 0.1 -0.879
C -6.7685 -1.0024 0.8417 -0.2 0.2 -0.2 -0.402
C -6.7651 -0.3524 -0.3795 0.0 0.0 0.1 0.430
C 2.9728 3.4051 -0.1484 -0.2 0.3 0.1 -0.988
C 2.2021 -0.8123 -0.7754 0.5 1.0 0.1 -0.084
C -4.5930 -1.9056 0.3320 -0.1 0.0 0.1 0.594
C -1.2644 -2.1706 -0.3946 0.0 0.0 0.2 0.408
C 6.0758 0.1441 1.3364 0.2 0.0 -0.2 -0.285
C 1.1174 -1.7008 -0.7581 -0.6 -0.1 0.1 -0.788
C -0.3078 0.1536 -0.1066 0.1 0.4 0.1 -1.059
H 2.2033 3.5239 -0.9161 0.0 0.0 0.0 0.362
H -5.7216 0.0522 -2.2001 0.0 0.1 -0.1 0.445
H -3.4883 -3.1177 1.7238 0.0 0.0 -0.1 0.400
H 5.8025 1.2237 -1.2533 0.0 -0.1 -0.1 0.363
H -3.2698 -3.5616 0.0092 0.0 0.1 0.2 0.335
H 5.9652 -1.5497 0.0181 0.1 0.0 -0.1 0.364
H 1.2553 -2.7397 -1.0091 0.0 -0.1 0.0 0.522
H -3.7787 -1.3518 -1.5663 0.1 0.0 -0.1 0.442
H 7.6797 1.5782 1.1339 0.1 0.1 0.0 0.322
H 5.7516 -0.3435 -2.1049 -0.1 0.2 0.0 0.325
H 5.0081 0.1548 1.5666 0.0 -0.1 0.1 0.232
H -5.6691 -2.2839 2.1447 0.0 -0.1 0.1 0.337
H -7.6114 -0.8990 1.5068 -0.1 0.0 0.0 0.427
H 0.5428 2.0870 0.0829 -0.1 0.1 0.0 0.392
H 2.5018 3.2497 0.8263 0.0 0.0 0.0 0.361
H 3.5921 4.3000 -0.1131 -0.1 0.0 0.0 0.262
H 6.5651 -0.4747 2.0917 -0.1 0.0 0.0 0.378
H 6.5478 1.9369 2.4377 0.0 0.1 0.1 0.347
H -1.3034 0.5133 0.1136 -0.1 0.1 0.0 0.427
H 6.0804 2.2349 0.7679 0.0 0.1 -0.1 0.232
H -2.0424 -1.1807 1.2288 0.1 0.0 -0.1 0.241
H 7.3575 -0.4965 -0.2736 0.1 0.0 0.0 0.413
```
Forces are in eV/Å.

Summary:
structure (SMILES): CCCCn1nc2cc(C(=O)NCc3ccc(OC(F)(F)F)cc3)ccc2c1OC
Kohn-Sham gap: 8.31 eV
energy relative to the best compared isomer or geometry (same formula, charge and spin): 2.55 kcal/mol
E: -40899.8820 eV
total charge: 0